Entry 1:
Formula: C47H49AsN5OP2RbSi
Source: the OMol25 dataset
Level of theory: ωB97M-V with the def2-TZVPD basis set

HOMO-LUMO gap = 4.98 eV
Max |F| = 0.89 eV/A
LUMO energy = -0.24 eV
Total energy = -5401.44296 Eh

The geometry in ORCA input format:
```
! wB97M-V def2-TZVPD RIJCOSX def2/J DEFGRID3
* xyz 0 1
Rb -0.265 0.175 -0.011
C 1.355 -4.236 -0.640
Si 1.544 -2.330 -0.956
C 3.381 -2.247 -0.338
C 4.427 -2.872 -1.026
C 5.693 -2.989 -0.475
C 5.946 -2.486 0.796
C 4.938 -1.845 1.493
C 3.667 -1.711 0.925
P 2.351 -0.752 1.776
C 2.748 -1.122 3.539
C 3.566 -0.384 4.392
C 3.762 -0.792 5.705
C 3.154 -1.944 6.182
C 2.347 -2.694 5.339
C 2.139 -2.278 4.034
C 3.022 0.954 1.605
C 2.483 1.969 2.401
C 2.876 3.288 2.238
C 3.786 3.624 1.245
C 4.318 2.629 0.438
C 3.949 1.304 0.626
C 1.778 -2.201 -2.857
C 1.647 -3.272 -3.747
C 1.780 -3.099 -5.116
C 2.068 -1.843 -5.636
C 2.203 -0.764 -4.777
C 2.031 -0.933 -3.402
P 2.212 0.487 -2.242
C 1.039 1.733 -2.913
C 1.101 3.003 -2.333
C 0.375 4.059 -2.858
C -0.425 3.861 -3.975
C -0.538 2.590 -4.520
C 0.168 1.525 -3.979
C 3.764 1.172 -2.980
C 3.874 2.327 -3.752
C 5.106 2.715 -4.265
C 6.243 1.967 -4.007
C 6.146 0.820 -3.232
C 4.919 0.428 -2.724
H 2.259 -4.794 -0.908
H 1.172 -4.403 0.426
H 0.513 -4.667 -1.188
H 4.238 -3.286 -2.013
H 6.483 -3.490 -1.023
H 6.927 -2.594 1.244
H 5.139 -1.446 2.479
H 4.067 0.506 4.034
H 4.402 -0.211 6.357
H 3.310 -2.256 7.207
H 1.877 -3.600 5.702
H 1.499 -2.853 3.371
H 1.765 1.708 3.172
H 2.483 4.058 2.894
H 4.084 4.656 1.106
H 5.027 2.881 -0.342
H 4.394 0.535 0.011
H 1.450 -4.265 -3.355
H 1.684 -3.948 -5.784
H 2.194 -1.705 -6.703
H 2.444 0.214 -5.177
H 1.769 3.171 -1.492
H 0.444 5.044 -2.410
H -0.972 4.692 -4.403
H -1.181 2.425 -5.377
H 0.078 0.542 -4.421
H 3.002 2.928 -3.968
H 5.171 3.607 -4.876
H 7.200 2.275 -4.409
H 7.029 0.227 -3.023
H 4.843 -0.478 -2.130
N -0.585 4.480 2.319
C -0.555 3.166 2.578
N -1.057 2.504 1.567
C -1.404 3.488 0.679
N -1.125 4.703 1.114
C -2.107 3.264 -0.579
C -2.723 4.342 -1.220
N -3.407 4.204 -2.342
C -3.458 2.973 -2.847
C -2.852 1.901 -2.216
N -2.187 2.023 -1.073
H -0.273 5.254 2.878
H -0.182 2.744 3.497
H -2.677 5.328 -0.775
H -3.990 2.857 -3.783
H -2.910 0.899 -2.625
C -1.618 -1.344 3.585
O -1.236 -1.013 2.258
H -2.307 -0.607 4.007
H -0.748 -1.438 4.243
H -2.126 -2.305 3.546
H -0.891 -0.116 2.255
C -4.202 -1.459 -2.386
As -2.714 -1.657 -1.102
C -2.208 -3.464 -1.666
C -3.833 -2.209 0.413
H -4.846 -2.337 -2.340
H -3.816 -1.364 -3.402
H -4.798 -0.574 -2.159
H -3.094 -4.079 -1.831
H -1.592 -3.914 -0.889
H -1.620 -3.421 -2.583
H -4.582 -2.935 0.093
H -4.333 -1.343 0.846
H -3.197 -2.657 1.175
*
```


Entry 2:
Formula: C14H40B2O8S5
Source: the OMol25 dataset
Level of theory: ωB97M-V with the def2-TZVPD basis set

HOMO-LUMO gap = 8.75 eV
Max |F| = 1.41 eV/A
LUMO energy = 0.31 eV
Total energy = -3199.82034 Eh

The geometry in ORCA input format:
```
! wB97M-V def2-TZVPD RIJCOSX def2/J DEFGRID3
* xyz 0 1
C 3.166 1.486 -2.105
B 2.336 2.826 -2.135
O 2.717 3.935 -1.406
B 0.894 2.989 -3.025
C -0.318 3.648 -2.278
O -1.591 3.155 -2.754
C -2.612 3.414 -1.895
C -3.496 2.248 -1.614
O -2.756 4.505 -1.368
H 3.899 1.507 -1.304
H 3.645 1.358 -3.072
H 2.509 0.638 -1.938
H 3.652 4.135 -1.512
H 0.805 2.662 -4.171
H -0.227 4.729 -2.389
H -0.240 3.408 -1.221
H -4.385 2.639 -1.143
H -3.746 1.671 -2.491
H -2.996 1.633 -0.870
C -1.162 -2.348 1.064
S -2.364 -1.068 0.741
O -1.914 -0.324 -0.473
C -1.950 -0.059 2.171
H -1.221 -3.077 0.262
H -0.165 -1.909 1.097
H -1.394 -2.830 2.006
H -0.897 0.222 2.125
H -2.156 -0.628 3.077
H -2.572 0.834 2.146
C 0.733 -1.223 5.761
S 1.211 -1.927 4.179
O 0.128 -2.864 3.777
C 2.561 -2.927 4.814
H -0.135 -0.588 5.594
H 0.478 -2.023 6.454
H 1.554 -0.623 6.152
H 2.183 -3.612 5.572
H 3.327 -2.275 5.233
H 2.978 -3.490 3.982
C -5.134 -1.764 -5.752
S -5.289 -2.184 -4.010
O -5.888 -1.009 -3.330
C -3.526 -2.166 -3.663
H -6.136 -1.683 -6.167
H -4.615 -0.811 -5.852
H -4.587 -2.554 -6.267
H -3.111 -1.188 -3.906
H -3.036 -2.943 -4.250
H -3.380 -2.366 -2.604
C 6.756 5.963 1.075
S 5.621 6.138 -0.307
O 6.243 5.467 -1.479
C 5.853 7.907 -0.513
H 6.796 4.909 1.341
H 7.747 6.307 0.780
H 6.386 6.541 1.921
H 6.906 8.118 -0.699
H 5.511 8.422 0.384
H 5.257 8.224 -1.365
C -0.639 -6.687 2.235
S -1.686 -6.648 0.775
O -2.100 -5.234 0.589
C -3.079 -7.507 1.516
H 0.279 -6.155 1.999
H -1.147 -6.192 3.062
H -0.409 -7.723 2.487
H -3.419 -6.959 2.394
H -2.777 -8.519 1.787
H -3.875 -7.549 0.777
*
```


Entry 3:
Formula: C26H33ClN4O3
Source: the OMol25 dataset
Level of theory: ωB97M-V with the def2-TZVPD basis set

HOMO-LUMO gap = 8.81 eV
Max |F| = 0.68 eV/A
ΔE to the lowest compared entry with this formula, charge and spin = 5.3 kcal/mol
SMILES string = O=C(CCC(=O)N1CCOc2ccc(Cl)cc21)NCCCN1CCN(Cc2ccccc2)CC1
LUMO energy = 0.50 eV
Total energy = -1915.52675 Eh

The geometry in ORCA input format:
```
! wB97M-V def2-TZVPD RIJCOSX def2/J DEFGRID3
* xyz 0 1
O 5.254 -1.128 1.320
C 4.405 -1.922 1.677
N 3.436 -1.639 2.570
H 2.662 -2.288 2.628
C 3.144 -0.281 2.973
H 4.048 0.308 2.799
H 2.905 -0.269 4.040
C 1.976 0.272 2.156
C 1.597 1.702 2.538
N 0.430 2.120 1.783
C 0.755 2.588 0.450
C -0.529 2.795 -0.346
N -1.358 3.778 0.324
C -1.670 3.323 1.665
C -0.375 3.125 2.447
H -0.614 2.778 3.455
H 0.155 4.092 2.520
H -2.281 4.084 2.158
H -2.223 2.370 1.658
C -2.527 4.175 -0.449
C -3.488 3.055 -0.765
C -4.505 2.719 0.121
C -5.351 1.656 -0.143
C -5.195 0.916 -1.302
C -4.190 1.244 -2.195
C -3.342 2.304 -1.925
H -2.562 2.557 -2.630
H -4.064 0.676 -3.106
H -5.859 0.089 -1.509
H -6.134 1.406 0.557
H -4.640 3.299 1.023
H -3.039 4.955 0.122
H -2.158 4.618 -1.380
H -0.282 3.169 -1.343
H -1.040 1.824 -0.447
H 1.372 1.844 -0.054
H 1.315 3.541 0.488
H 2.456 2.376 2.382
H 1.344 1.723 3.601
H 1.101 -0.362 2.308
H 2.249 0.229 1.100
C 4.358 -3.349 1.138
H 5.381 -3.712 1.039
H 3.800 -4.001 1.809
C 3.702 -3.330 -0.248
C 2.211 -3.038 -0.149
O 1.622 -3.064 0.912
N 1.576 -2.739 -1.322
C 0.195 -2.423 -1.366
C -0.405 -1.643 -0.385
C -1.749 -1.331 -0.475
C -2.514 -1.764 -1.547
C -1.914 -2.514 -2.537
C -0.567 -2.853 -2.460
O -0.060 -3.589 -3.493
C 1.263 -4.040 -3.323
C 2.119 -2.967 -2.646
H 3.155 -3.291 -2.606
H 2.054 -2.038 -3.223
H 1.634 -4.276 -4.323
H 1.271 -4.952 -2.709
H -2.476 -2.862 -3.389
H -3.560 -1.513 -1.602
Cl -2.481 -0.379 0.763
H 0.175 -1.288 0.449
H 3.841 -4.304 -0.726
H 4.192 -2.564 -0.852
*
```


Entry 4:
Formula: H3PSSi
Source: the OMol25 dataset
Level of theory: ωB97M-V with the def2-TZVPD basis set

HOMO-LUMO gap = 8.03 eV
Max |F| = 2.34 eV/A
ΔE to the lowest compared entry with this formula, charge and spin = 46.4 kcal/mol
SMILES string = [SiH]#P.S
LUMO energy = -0.71 eV
Total energy = -1030.70395 Eh

The geometry in ORCA input format:
```
! wB97M-V def2-TZVPD RIJCOSX def2/J DEFGRID3
* xyz 0 1
Si 1.979 0.604 -0.326
P 3.225 -0.920 0.129
S -2.175 -0.537 -0.113
H -2.949 0.191 0.657
H 1.138 1.761 -0.980
H -1.219 -1.099 0.633
*
```


Entry 5:
Formula: C5H14NOP
Source: the OMol25 dataset
Level of theory: ωB97M-V with the def2-TZVPD basis set

HOMO-LUMO gap = 9.21 eV
Max |F| = 4.11 eV/A
ΔE to the lowest compared entry with this formula, charge and spin = 32.8 kcal/mol
SMILES string = CNP(C)O.C=CC
LUMO energy = 0.93 eV
Total energy = -670.20052 Eh

The geometry in ORCA input format:
```
! wB97M-V def2-TZVPD RIJCOSX def2/J DEFGRID3
* xyz 0 1
C 2.091 1.713 -1.360
C -0.009 2.742 -0.329
C -0.133 -1.672 -1.531
C -0.423 -1.018 2.376
C 1.034 1.681 -0.569
N -0.103 -1.800 -0.106
O -2.459 -2.050 1.182
P -1.266 -0.890 0.848
H 2.736 0.851 -1.341
H 2.226 2.640 -1.947
H -3.321 -2.014 0.776
H 0.376 3.840 -0.388
H -0.427 2.642 0.658
H -0.860 2.682 -1.131
H -0.235 -0.670 -1.912
H 0.866 -2.126 -1.765
H -0.886 -2.394 -1.959
H 0.546 -0.520 2.378
H -0.943 -0.884 3.273
H -0.268 -2.180 2.455
H 0.749 0.888 0.042
H 0.709 -1.461 0.347
*
```


Entry 6:
Formula: C29H47NO11S4
Source: the OMol25 dataset
Level of theory: ωB97M-V with the def2-TZVPD basis set

HOMO-LUMO gap = 8.03 eV
Max |F| = 3.51 eV/A
LUMO energy = -0.61 eV
Total energy = -3608.08956 Eh

The geometry in ORCA input format:
```
! wB97M-V def2-TZVPD RIJCOSX def2/J DEFGRID3
* xyz 0 1
C -0.595 -5.200 -1.528
C 0.859 -5.056 -2.184
C 0.781 -4.759 -3.740
O 1.221 -3.437 -4.110
C 0.132 -2.668 -4.660
C -0.751 -2.217 -3.417
C 0.018 -1.855 -2.208
C -0.733 -1.476 -1.028
C -2.216 -1.445 -1.053
C -2.981 -1.779 -2.241
C -2.206 -2.165 -3.441
O -2.934 -2.503 -4.636
C -2.853 -3.825 -4.877
N -2.735 -4.909 -5.239
C -2.889 -1.061 0.316
O -3.949 -1.585 0.572
C -2.106 -0.086 1.229
C -2.938 0.900 2.143
O -4.065 0.237 2.781
C -3.616 -0.870 3.509
C -4.516 -2.162 3.538
O -2.594 -0.883 4.148
C -0.735 -0.091 1.216
C 0.129 0.877 2.072
C 1.434 1.415 1.357
C 1.240 1.805 -0.155
O 1.793 2.639 2.062
C 0.007 -1.126 0.301
O 1.053 -1.652 0.592
H -0.869 -6.281 -1.383
H -0.667 -4.640 -0.551
H -1.365 -4.728 -2.205
H 1.446 -4.290 -1.612
H 1.356 -6.049 -2.037
H -0.277 -4.950 -4.058
H 1.458 -5.493 -4.256
H 0.568 -1.734 -5.114
H -0.457 -3.250 -5.412
H 1.126 -1.889 -2.188
H -4.102 -1.754 -2.262
H -3.279 1.774 1.523
H -2.316 1.295 2.992
H -5.518 -1.946 3.080
H -4.571 -2.617 4.553
H -4.017 -2.891 2.840
H -0.419 1.763 2.473
H 0.465 0.290 2.979
H 2.300 0.723 1.540
H 1.623 0.935 -0.771
H 0.161 1.941 -0.447
H 1.868 2.680 -0.475
H 1.452 3.385 1.515
C 1.606 7.375 -0.172
S 2.758 6.033 0.171
O 1.963 4.888 0.705
C 3.561 6.825 1.573
H 0.967 7.076 -1.002
H 0.992 7.572 0.707
H 2.164 8.270 -0.450
H 2.827 7.055 2.339
H 4.055 7.739 1.240
H 4.303 6.140 1.977
C -7.596 -4.743 -2.647
S -6.146 -3.738 -3.011
O -6.185 -2.552 -2.107
C -6.699 -3.194 -4.638
H -7.484 -5.157 -1.646
H -8.495 -4.125 -2.686
H -7.666 -5.556 -3.371
H -7.654 -2.675 -4.552
H -6.798 -4.058 -5.297
H -5.951 -2.513 -5.045
C 3.987 -2.669 -0.732
S 4.958 -1.574 0.320
O 4.668 -0.176 -0.104
C 6.561 -2.027 -0.370
H 2.933 -2.523 -0.497
H 4.163 -2.428 -1.782
H 4.263 -3.706 -0.532
H 6.575 -1.827 -1.442
H 6.753 -3.084 -0.182
H 7.328 -1.428 0.121
C 5.081 6.173 6.002
S 3.572 7.046 5.550
O 3.731 7.511 4.140
C 3.850 8.469 6.621
H 5.136 5.256 5.415
H 5.950 6.795 5.786
H 5.052 5.922 7.063
H 4.797 8.947 6.366
H 3.861 8.144 7.662
H 3.035 9.176 6.472
*
```


Entry 7:
Formula: C23H24AlBI2N6O3S2
Source: the OMol25 dataset
Level of theory: ωB97M-V with the def2-TZVPD basis set

HOMO-LUMO gap = 6.68 eV
Max |F| = 0.82 eV/A
LUMO energy = -1.45 eV
Total energy = -3104.46665 Eh

The geometry in ORCA input format:
```
! wB97M-V def2-TZVPD RIJCOSX def2/J DEFGRID3
* xyz 0 1
Al -0.138 -0.181 -0.084
C -1.397 -1.706 -4.223
O -0.563 -0.568 -4.419
C 0.732 -0.713 -4.000
C 1.753 -0.700 -4.930
C 3.085 -0.729 -4.524
C 3.388 -0.751 -3.182
C 2.376 -0.738 -2.214
C 2.720 -0.765 -0.811
N 1.844 -0.596 0.104
N 2.216 -0.752 1.415
C 1.141 -0.810 2.145
O -0.063 -0.725 1.629
C 1.269 -0.987 3.601
C 0.146 -1.312 4.355
C 0.257 -1.533 5.718
C 1.492 -1.418 6.340
C 2.611 -1.072 5.594
C 2.506 -0.858 4.231
C 1.025 -0.739 -2.624
O 0.025 -0.741 -1.751
H -2.424 -1.364 -4.329
H -1.180 -2.469 -4.977
H -1.270 -2.137 -3.230
H 1.492 -0.649 -5.980
H 3.874 -0.731 -5.264
H 4.420 -0.767 -2.852
H 3.748 -0.973 -0.517
H -0.812 -1.392 3.859
H -0.620 -1.793 6.297
H 1.584 -1.602 7.402
H 3.572 -0.967 6.082
H 3.370 -0.593 3.638
C 0.028 2.761 -3.052
N -1.135 2.843 -2.193
C -2.401 3.227 -2.577
C -3.153 3.255 -1.453
N -2.360 2.897 -0.391
B -2.805 2.971 1.095
N -2.848 1.557 1.789
C -3.105 1.474 3.137
C -3.210 0.170 3.478
N -3.003 -0.553 2.329
C -3.019 -1.996 2.199
C -2.773 0.312 1.311
S -2.460 -0.240 -0.302
C -1.133 2.647 -0.858
S 0.247 2.137 0.044
H -0.289 2.906 -4.081
H 0.503 1.790 -2.957
H 0.752 3.526 -2.774
H -2.651 3.424 -3.604
H -4.190 3.501 -1.315
H -3.930 3.398 1.105
H -2.024 3.654 1.700
H -3.197 2.361 3.738
H -3.397 -0.303 4.426
H -3.239 -2.429 3.173
H -2.053 -2.349 1.844
H -3.779 -2.297 1.480
I -0.070 -3.548 -0.674
I -0.092 -6.121 0.144
*
```


Entry 8:
Formula: C6H13NO
Source: the OMol25 dataset
Level of theory: ωB97M-V with the def2-TZVPD basis set

HOMO-LUMO gap = 9.52 eV
Max |F| = 5.62 eV/A
ΔE to the lowest compared entry with this formula, charge and spin = 51.0 kcal/mol
SMILES string = [H]/N=C(/C(C)C)[C@@H](C)O
LUMO energy = 0.84 eV
Total energy = -366.35262 Eh

The geometry in ORCA input format:
```
! wB97M-V def2-TZVPD RIJCOSX def2/J DEFGRID3
* xyz 0 1
C -1.471 -0.303 0.321
C 0.957 -0.210 -0.486
C -2.569 0.752 0.341
C 1.327 -1.611 -0.022
C 2.401 0.758 -0.573
C 0.105 0.501 0.435
O -1.692 -1.241 -0.710
N 0.333 1.449 1.199
H -1.798 -0.762 -1.540
H -1.490 -0.895 1.243
H 0.554 -0.201 -1.499
H -0.446 1.772 1.768
H -3.552 0.280 0.284
H -2.463 1.432 -0.508
H -2.544 1.336 1.259
H 1.673 -1.592 1.010
H 2.132 -1.999 -0.643
H 0.473 -2.282 -0.089
H 3.034 0.285 -1.320
H 2.879 0.757 0.402
H 2.156 1.773 -0.871
*
```


Entry 9:
Formula: C3H6I3N
Source: the OMol25 dataset
Level of theory: ωB97M-V with the def2-TZVPD basis set

HOMO-LUMO gap = 8.42 eV
Max |F| = 5.85 eV/A
ΔE to the lowest compared entry with this formula, charge and spin = 32.8 kcal/mol
LUMO energy = -0.32 eV
Total energy = -1065.63586 Eh

The geometry in ORCA input format:
```
! wB97M-V def2-TZVPD RIJCOSX def2/J DEFGRID3
* xyz 0 1
C -1.883 -0.592 0.629
C 1.563 0.184 -0.891
C 0.770 0.038 0.390
N -0.997 0.002 -0.319
I 3.543 -0.766 -0.722
I 1.006 1.586 1.729
I -1.418 1.839 -1.068
H -2.346 0.113 1.421
H -2.798 -0.785 -0.010
H -1.599 -1.486 1.041
H 1.253 -0.393 -1.777
H 1.882 1.217 -1.227
H 1.023 -0.957 0.804
*
```


Entry 10:
Formula: C9H11INO
Source: the OMol25 dataset
Level of theory: ωB97M-V with the def2-TZVPD basis set

HOMO-LUMO gap = 8.24 eV
Max |F| = 3.71 eV/A
ΔE to the lowest compared entry with this formula, charge and spin = 2.3 kcal/mol
SMILES string = C[C@@]1(I)[NH2+]Cc2ccccc2O1
LUMO energy = -4.35 eV
Total energy = -776.92962 Eh

The geometry in ORCA input format:
```
! wB97M-V def2-TZVPD RIJCOSX def2/J DEFGRID3
* xyz 1 1
C 1.760 0.219 2.593
C 2.240 1.188 1.749
C 0.695 -0.609 2.141
C 1.725 1.420 0.505
C 0.130 -0.350 0.889
C 0.709 0.648 0.042
C -1.208 -0.907 0.488
C -0.851 0.238 -1.673
C -0.404 -0.853 -2.542
N -1.833 -0.098 -0.590
O 0.124 0.970 -1.131
I -2.180 1.782 -2.807
H 2.098 -0.107 3.612
H 3.116 1.799 1.880
H 0.238 -1.118 2.983
H 2.057 2.221 -0.124
H -0.930 -1.905 0.042
H -1.849 -1.009 1.356
H 0.659 -0.530 -2.903
H -1.138 -1.163 -3.324
H -0.395 -1.878 -2.018
H -2.575 -0.644 -1.006
H -2.188 0.685 -0.164
*
```


Entry 11:
Formula: C5H8N4
Source: the OMol25 dataset
Level of theory: ωB97M-V with the def2-TZVPD basis set

HOMO-LUMO gap = 9.06 eV
Max |F| = 4.79 eV/A
ΔE to the lowest compared entry with this formula, charge and spin = 82.1 kcal/mol
SMILES string = CC(C)c1cnnnn1
LUMO energy = -0.34 eV
Total energy = -414.20135 Eh

The geometry in ORCA input format:
```
! wB97M-V def2-TZVPD RIJCOSX def2/J DEFGRID3
* xyz 0 1
C 2.406 0.359 1.263
C 1.161 -0.386 1.034
C -0.731 -1.233 -0.560
C -0.433 1.134 0.267
C 0.318 -0.155 -0.145
N 2.925 -1.330 2.855
N 1.578 -1.536 3.042
N 3.242 -0.279 2.098
N 0.827 -1.272 2.063
H 2.590 1.315 0.824
H -0.288 -2.183 -0.989
H -1.375 -0.587 -1.190
H -1.427 -1.562 0.347
H -1.009 1.347 -0.602
H 0.189 1.918 0.704
H -1.130 0.807 1.091
H 1.014 0.098 -0.979
*
```